(w)
{"formula": "C8H18N2O2", "method": "the ωB97M-V functional and the def2-TZVPD basis", "homo_energy_ev": -9.1, "spin_multiplicity": 1, "elements": ["C", "N", "C", "C", "N", "O", "H", "H", "H", "H", "H", "H", "H", "H", "C", "C", "C", "C", "O", "C", "H", "H", "H", "H", "H", "H", "H", "H", "H", "H"], "coordinates": [[2.1458, 2.0814, 0.6359], [1.8956, 0.6955, 0.2873], [2.4429, 0.1541, -0.7203], [2.2809, -1.3141, -1.0116], [3.3430, 0.6989, -1.6678], [3.5031, 2.0963, -1.6727], [3.1947, 2.2460, 0.9267], [1.8620, 2.7816, -0.1479], [1.5482, 2.3187, 1.5328], [1.7695, -1.4937, -1.9717], [3.2490, -1.8145, -1.0507], [1.6656, -1.7599, -0.2189], [3.0616, 0.4536, -2.6166], [4.2893, 2.2241, -1.0965], [-1.2005, -0.7441, 1.6884], [-2.2057, -0.6017, 0.5365], [-1.5066, -0.6327, -0.8167], [-3.2146, 0.5512, 0.7174], [-4.3133, -0.3601, 0.7974], [-3.4539, -1.4947, 0.6440], [-0.5767, 0.1527, 1.7496], [-1.7099, -0.8326, 2.6553], [-0.5636, -1.6338, 1.5492], [-1.1649, -1.6532, -1.0194], [-0.6366, 0.0386, -0.8211], [-2.1687, -0.3315, -1.6527], [-3.3105, 1.2307, -0.1343], [-3.0922, 1.1531, 1.6277], [-3.6591, -2.0649, -0.2665], [-3.4746, -2.1449, 1.5373]], "lowdin_charge": [-0.1420, 0.0372, -0.4333, -0.0359, -0.0215, -0.0754, 0.0763, 0.0717, 0.0681, 0.0817, 0.0785, 0.0745, 0.1332, 0.1113, -0.0442, -0.4976, -0.0502, -0.1439, -0.1017, -0.1423, 0.0688, 0.0831, 0.0836, 0.0809, 0.0687, 0.0917, 0.1168, 0.1204, 0.1179, 0.1236]}

***

(x)
{"formula": "C8H18N2O2", "method": "the ωB97M-V functional and the def2-TZVPD basis", "homo_energy_ev": -8.0, "spin_multiplicity": 1, "elements": ["C", "C", "C", "C", "C", "C", "C", "C", "N", "N", "O", "O", "H", "H", "H", "H", "H", "H", "H", "H", "H", "H", "H", "H", "H", "H", "H", "H", "H", "H"], "coordinates": [[2.9227, -2.4357, -1.8773], [-2.1809, 1.4361, 3.5940], [0.9545, -0.1768, -2.7577], [-2.1439, 1.9435, 0.4395], [1.5089, -2.1645, -1.3800], [-1.0431, 1.2422, 2.5648], [1.2904, -0.6283, -1.3410], [-1.5574, 0.8341, 1.1657], [0.0991, -0.5024, -0.5073], [0.1390, 0.4162, 0.3143], [-0.8783, -1.2235, -0.8004], [1.0708, 1.2002, 0.4964], [3.6295, -2.8660, -1.0963], [2.8971, -3.2016, -2.6254], [3.4386, -1.5777, -2.2733], [-1.8685, 1.4454, 4.5791], [-2.4692, 2.4704, 3.3588], [-2.9180, 0.5723, 3.4619], [-0.0227, -0.5063, -2.8419], [1.0928, 0.9009, -2.6603], [1.5465, -0.6332, -3.6357], [-1.3904, 2.6216, 0.3487], [-2.4717, 1.7723, -0.6054], [-2.9782, 2.2811, 1.2074], [0.7540, -2.4952, -1.9533], [1.3763, -2.8033, -0.4962], [-0.4179, 2.0229, 2.3887], [-0.3505, 0.3383, 2.8395], [2.0062, -0.1674, -0.7259], [-2.0362, -0.1155, 0.8189]], "lowdin_charge": [-0.1020, -0.0803, -0.0048, -0.0752, -0.2005, -0.2255, -0.2803, -0.1550, -0.2631, -0.1247, -0.0580, -0.0532, 0.0932, 0.0582, 0.0622, 0.0351, 0.0753, 0.1124, 0.0499, 0.0870, 0.1251, 0.0458, 0.1025, 0.1409, 0.0569, 0.1247, 0.0620, 0.1473, 0.1175, 0.1264]}

***

Name the least stable of them. (x).

***

(w)
{"formula": "C19H37O5PPdS2Si2Te", "method": "the ωB97M-V functional and the def2-TZVPD basis", "homo_energy_ev": [-10.8, -10.8], "spin_multiplicity": 2, "total_charge": 1, "elements": ["Pd", "C", "C", "O", "P", "S", "S", "O", "C", "C", "H", "H", "H", "H", "H", "H", "H", "H", "H", "H", "C", "Si", "C", "C", "C", "Te", "C", "Si", "C", "C", "C", "H", "H", "H", "H", "H", "H", "H", "H", "H", "H", "H", "H", "H", "H", "H", "H", "H", "H", "H", "H", "H", "H", "O", "C", "C", "C", "C", "C", "C", "C", "O", "O", "H", "H", "H", "H", "H"], "coordinates": [[1.1357, 0.4945, 0.4860], [5.3721, 5.4097, 1.4136], [4.0236, 4.8600, 1.0284], [4.0284, 3.4223, 1.2827], [3.2371, 2.4341, 0.3498], [3.3353, 0.5806, 1.0902], [1.2675, 2.7925, 0.2439], [3.8456, 2.5936, -1.0955], [5.2648, 2.3457, -1.3302], [5.7958, 3.4303, -2.2311], [5.3768, 6.4913, 1.2773], [6.1611, 4.9810, 0.7954], [5.5903, 5.1921, 2.4580], [3.8014, 5.0388, -0.0254], [3.2227, 5.2816, 1.6339], [5.3333, 1.3615, -1.7900], [5.7921, 2.3214, -0.3748], [5.2057, 3.4897, -3.1447], [6.8281, 3.2071, -2.5012], [5.7732, 4.4016, -1.7363], [-1.0950, -3.8282, -1.4446], [-2.6417, -2.8227, -1.1763], [-3.9770, -3.2521, -2.4057], [-3.2891, -2.9097, 0.5721], [-2.2232, -0.9761, -1.5531], [-1.4615, 0.1671, 0.0336], [-3.2321, 0.9711, 0.8137], [-3.7719, 2.6283, 0.0074], [-3.8662, 2.3901, -1.8423], [-2.4836, 3.8956, 0.4600], [-5.4396, 3.0061, 0.7432], [-1.0897, -4.7051, -0.7920], [-0.1827, -3.2627, -1.2377], [-1.0467, -4.1791, -2.4775], [-4.3086, -4.2838, -2.2673], [-3.6103, -3.1615, -3.4304], [-4.8514, -2.6068, -2.2994], [-3.4272, -3.9547, 0.8614], [-4.2573, -2.4122, 0.6742], [-2.5982, -2.4743, 1.2948], [-3.1250, -0.4419, -1.8615], [-1.4791, -0.8986, -2.3474], [-3.0477, 1.1188, 1.8802], [-3.9776, 0.1819, 0.6976], [-2.9004, 2.1332, -2.2858], [-4.1899, 3.3231, -2.3098], [-4.5909, 1.6225, -2.1238], [-1.4810, 3.5972, 0.1428], [-2.4559, 4.0747, 1.5368], [-2.7022, 4.8480, -0.0282], [-6.1610, 2.2156, 0.5275], [-5.8361, 3.9357, 0.3286], [-5.3820, 3.1260, 1.8267], [2.7863, -3.5966, 0.1625], [1.8796, -4.2982, 0.8779], [2.0201, -5.6733, 1.0491], [1.1083, -6.3889, 1.7983], [0.0385, -5.7464, 2.4038], [-0.1079, -4.3868, 2.2310], [0.7849, -3.6421, 1.4555], [0.5046, -2.2041, 1.2678], [-0.3876, -1.6717, 1.9724], [1.1590, -1.5983, 0.3396], [3.4871, -4.1950, -0.1257], [2.8613, -6.1793, 0.5878], [1.2408, -7.4565, 1.9157], [-0.6635, -6.3006, 3.0113], [-0.9203, -3.8573, 2.7054]], "lowdin_charge": [0.2180, -0.0600, -0.2537, -0.3098, -0.1140, 0.4362, 0.3423, -0.3224, -0.2520, -0.0596, 0.0894, 0.0753, 0.0880, 0.1118, 0.1220, 0.1237, 0.1125, 0.0875, 0.0893, 0.0715, -0.1473, 0.4507, -0.1747, -0.1777, -0.4868, 1.6229, -0.4975, 0.4184, -0.1833, -0.1731, -0.1686, 0.0433, 0.0268, 0.0435, 0.0434, 0.0401, 0.0362, 0.0464, 0.0365, 0.0029, 0.0071, 0.0303, 0.0350, 0.0221, 0.0285, 0.0440, 0.0385, -0.0260, 0.0469, 0.0462, 0.0403, 0.0433, 0.0418, 0.0757, -0.2567, -0.0132, -0.0659, -0.0754, -0.0191, -0.0895, -0.6200, -0.0948, -0.2091, 0.1187, 0.1189, 0.1122, 0.1067, 0.1151]}

***

(x)
{"formula": "C19H37O5PPdS2Si2Te", "method": "the ωB97M-V functional and the def2-TZVPD basis", "homo_energy_ev": [-11.4, -11.4], "spin_multiplicity": 2, "total_charge": 1, "elements": ["Pd", "C", "C", "O", "P", "S", "S", "O", "C", "C", "H", "H", "H", "H", "H", "H", "H", "H", "H", "H", "C", "Si", "C", "C", "C", "Te", "C", "Si", "C", "C", "C", "H", "H", "H", "H", "H", "H", "H", "H", "H", "H", "H", "H", "H", "H", "H", "H", "H", "H", "H", "H", "H", "H", "O", "C", "C", "C", "C", "C", "C", "C", "O", "O", "H", "H", "H", "H", "H"], "coordinates": [[0.1025, -1.3094, -0.2256], [-0.3980, -6.0642, -4.1538], [-1.3035, -5.5075, -3.0830], [-0.5157, -4.9231, -1.9921], [-0.1780, -3.4182, -1.7959], [1.8686, -2.3206, -1.3075], [-1.7803, -2.6194, -0.7013], [-0.3688, -2.8976, -3.2814], [-0.2570, -1.5371, -3.7875], [1.0460, -1.3127, -4.5194], [-0.9978, -6.5964, -4.8931], [0.3180, -6.7609, -3.7174], [0.1494, -5.2622, -4.6486], [-1.8833, -6.2921, -2.6063], [-1.9751, -4.7526, -3.4846], [-0.4018, -0.8256, -2.9799], [-1.0950, -1.4305, -4.4734], [1.8913, -1.3892, -3.8433], [1.0395, -0.3168, -4.9654], [1.1697, -2.0540, -5.3101], [-2.1090, 3.4550, 0.7133], [-1.1673, 3.3191, 2.3342], [-0.0025, 4.7529, 2.5824], [-2.3199, 3.0889, 3.7884], [-0.0757, 1.7364, 2.2826], [-1.2706, 0.1332, 1.5913], [-1.0866, -1.0282, 3.3734], [0.5523, -1.9811, 3.6450], [2.0351, -0.9344, 3.2157], [0.4794, -3.5366, 2.6059], [0.5304, -2.5299, 5.4296], [-3.1862, 3.4781, 0.8947], [-1.9066, 2.6229, 0.0366], [-1.8424, 4.3728, 0.1839], [-0.5660, 5.6903, 2.6220], [0.7221, 4.8316, 1.7680], [0.5493, 4.6613, 3.5218], [-2.9684, 3.9596, 3.9159], [-1.7622, 2.9596, 4.7202], [-2.9631, 2.2136, 3.6497], [0.2936, 1.4578, 3.2690], [0.7644, 1.8743, 1.5990], [-1.9073, -1.7477, 3.3566], [-1.2586, -0.3255, 4.1942], [2.0485, -0.6505, 2.1597], [2.9504, -1.4992, 3.4131], [2.0850, -0.0225, 3.8157], [0.3683, -3.3213, 1.5450], [-0.3594, -4.1743, 2.8949], [1.4017, -4.1142, 2.7136], [0.5014, -1.6879, 6.1270], [1.4320, -3.1112, 5.6468], [-0.3330, -3.1691, 5.6293], [-1.3491, 2.7644, -2.5864], [-0.0570, 3.1550, -2.5109], [0.4045, 4.2596, -3.2232], [1.7283, 4.6484, -3.1448], [2.6253, 3.9503, -2.3444], [2.1761, 2.8634, -1.6236], [0.8420, 2.4443, -1.6998], [0.4733, 1.2029, -0.9758], [1.3201, 0.6466, -0.2202], [-0.6748, 0.6774, -1.1029], [-1.8346, 3.3472, -3.1802], [-0.2873, 4.8100, -3.8528], [2.0621, 5.5061, -3.7153], [3.6656, 4.2441, -2.2975], [2.8453, 2.2967, -0.9908]], "lowdin_charge": [0.3288, -0.0605, -0.2243, -0.3122, 0.2038, 0.3419, 0.3657, -0.3690, -0.2598, -0.0778, 0.0901, 0.0879, 0.0753, 0.1267, 0.1148, 0.0706, 0.1284, 0.0213, 0.0877, 0.0853, -0.1760, 0.4199, -0.1728, -0.1819, -0.4886, 1.5006, -0.5278, 0.4140, -0.1731, -0.1785, -0.1772, 0.0431, -0.0136, 0.0413, 0.0415, 0.0357, 0.0392, 0.0407, 0.0395, 0.0268, 0.0180, 0.0183, 0.0175, 0.0184, 0.0121, 0.0458, 0.0355, -0.0413, 0.0461, 0.0477, 0.0365, 0.0412, 0.0399, 0.0769, -0.2547, -0.0092, -0.0559, -0.0675, -0.0059, -0.0667, -0.6277, -0.1349, -0.1601, 0.1229, 0.1217, 0.1155, 0.1103, 0.1221]}

***

Name the least stable of them. (x).

***

(w)
{"formula": "CH4Cl2P2", "method": "the ωB97M-V functional and the def2-TZVPD basis", "homo_energy_ev": -9.5, "spin_multiplicity": 1, "elements": ["P", "C", "P", "Cl", "Cl", "H", "H", "H", "H"], "coordinates": [[-0.6511, -1.5477, 0.2177], [0.8753, -0.1476, -0.1032], [-0.0348, 1.4784, 0.1174], [1.3804, -0.2003, -1.7838], [2.0465, -0.3390, 1.0815], [-0.9473, -1.5517, -1.2059], [-0.0048, -2.7826, 0.0412], [0.5389, 1.7983, 1.4271], [0.9631, 2.2441, -0.5859]], "lowdin_charge": [0.6933, -1.8828, 0.6655, 0.4640, 0.5216, -0.1175, -0.1437, -0.0987, -0.1016]}

***

(x)
{"formula": "CH4Cl2P2", "method": "the ωB97M-V functional and the def2-TZVPD basis", "homo_energy_ev": [-8.8, -9.0], "spin_multiplicity": 1, "elements": ["C", "P", "P", "Cl", "Cl", "H", "H", "H", "H"], "coordinates": [[-1.3014, -0.4818, 1.1129], [-0.5427, 2.0815, 0.2368], [-0.4917, -1.2064, -0.3479], [-3.0623, -0.5601, 0.8403], [-0.9177, -0.5601, 2.8643], [-1.9701, 2.0358, 0.5209], [-0.2901, 2.2544, 1.7456], [0.8558, -1.0154, 0.0339], [-0.2604, -2.5681, -0.0379]], "lowdin_charge": [-1.5245, 0.6020, 0.6349, 0.4323, 0.4479, -0.2144, -0.1530, -0.1072, -0.1180]}

***

Name the least stable of them. (x).